[1]
Entry from the Open Molecules 2025 dataset: a 2-piece molecular cluster, C4H10N4O overall in a non-equilibrium geometry (ωB97M-V/def2-TZVPD).

```
19
Properties=species:S:1:pos:R:3:forces:R:3
H 1.321867 -1.279213 1.968512 -0.16 0.08 -0.31
N 0.428143 -1.729497 1.672840 -0.81 -0.63 -0.58
N 0.251588 -1.633990 0.440969 -0.86 -0.10 2.24
C 1.276811 -0.932806 -0.221554 4.13 0.42 -0.10
C 1.333578 -1.088322 -1.713375 -0.55 0.40 -0.06
N 2.268149 -0.450534 0.465629 -1.35 -0.42 -1.31
H 3.036107 -0.192391 -0.161856 -0.38 0.26 0.21
H 0.469498 -1.645037 -2.084728 0.18 0.04 0.03
H 1.332217 -0.090411 -2.161510 0.01 -0.14 -0.14
H 2.260939 -1.589121 -2.002154 -0.16 0.00 0.04
C -1.015901 1.935754 -0.224433 0.06 0.02 0.26
N -1.640244 0.696746 0.151872 -0.74 -1.17 1.51
C -2.120620 0.461390 1.442386 -1.11 -0.11 -1.48
O -2.866444 -0.457802 1.737853 1.08 0.67 -0.17
H -0.122371 2.078897 0.388597 0.13 0.19 -0.27
H -0.751795 1.891087 -1.283039 0.03 0.16 0.21
H -1.698167 2.768865 -0.037275 0.14 0.12 -0.26
H -1.872555 -0.029788 -0.515532 0.06 0.32 0.09
H -1.890798 1.286174 2.136798 0.30 -0.13 0.09
```
Forces are in eV/Å.

Values from the calculation:
LUMO energy ... -0.65 eV
Net charge ... 0
Energy relative to the best compared isomer or geometry (same formula, charge and spin) ... 267.6 kJ/mol

[2]
Entry from the Open Molecules 2025 dataset: a 9-piece molecular cluster, C27H78N8O9 overall in a non-equilibrium geometry (ωB97M-V/def2-TZVPD).

```
122
Properties=species:S:1:pos:R:3:forces:R:3
C -1.241702 0.445013 -4.088848 0.33 1.02 -2.33
O -1.749158 -0.720977 -3.550939 0.27 0.11 0.98
C -2.231083 -0.574185 -2.211132 -0.58 0.28 0.25
C -3.650713 -1.134090 -2.140939 -0.32 0.98 0.63
C -4.655151 -0.246851 -2.822126 -0.73 0.89 -0.75
N -4.128428 -1.273336 -0.744889 1.70 -1.33 0.30
H -2.028411 1.097840 -4.502831 -0.18 0.19 0.73
H -0.711004 0.234303 -5.029780 0.07 -0.61 0.24
H -0.506884 1.048728 -3.543907 -0.33 -0.31 0.73
H -1.547651 -1.046990 -1.503851 -0.06 -0.46 -0.14
H -2.298481 0.454304 -1.835683 0.27 0.27 -0.57
H -3.589718 -2.064553 -2.711914 -0.42 -0.41 0.60
H -5.673837 -0.641883 -2.800607 0.25 -0.66 -0.32
H -4.355405 -0.021882 -3.849423 -0.18 -0.10 -0.03
H -4.857734 0.711077 -2.328416 0.80 0.06 0.25
H -3.313827 -1.696727 -0.283543 -0.53 -0.65 0.25
H -4.120982 -0.402612 -0.217630 -0.27 0.45 -1.11
C -0.317613 4.042722 7.831034 0.66 -0.06 1.28
O -0.700821 3.812316 6.515812 -0.15 0.51 -0.29
C 0.083943 2.828619 5.864221 -0.40 0.29 -0.18
C -0.508089 2.547003 4.488884 -0.65 -0.87 -0.36
C -0.569599 3.771885 3.611976 -0.17 1.48 0.16
N -1.829089 1.907478 4.642896 -1.07 1.15 -0.47
H 0.764738 4.094580 8.020594 0.18 0.05 -0.68
H -0.620441 3.256810 8.535351 -0.44 -0.14 -0.24
H -0.690611 4.993843 8.208551 -0.40 -0.01 -0.33
H 1.092495 3.233293 5.712158 0.19 -0.30 0.33
H 0.033225 1.942403 6.503098 0.49 -0.26 -0.33
H 0.126063 1.824704 3.968303 0.22 -0.14 0.32
H 0.403489 4.051708 3.212020 0.09 -0.06 -0.24
H -0.909931 4.651383 4.172889 0.10 -0.14 0.26
H -1.317678 3.720033 2.817288 0.30 -0.54 -0.25
H -2.451579 2.700348 4.843263 0.11 -0.21 0.89
H -2.272208 1.689325 3.726190 1.09 -0.59 0.43
C 0.211688 6.516468 1.362351 0.72 1.10 0.53
O 1.104875 5.566121 0.822487 -0.59 -0.34 0.79
C 0.529459 4.841101 -0.255736 0.70 -0.06 0.13
C 1.553821 3.756574 -0.606953 -0.14 0.23 -0.42
C 1.238997 3.003805 -1.901734 0.41 0.51 0.63
N 1.634446 2.812537 0.509558 -0.19 0.33 0.26
H 0.257259 7.412317 0.735114 -0.79 -0.11 -0.33
H 0.562004 6.918795 2.318690 0.54 -0.54 0.02
H -0.787901 6.161586 1.616746 -0.16 -0.25 -0.68
H -0.421899 4.383907 0.038467 -0.06 -0.01 0.04
H 0.360317 5.560290 -1.064201 -0.05 -0.31 -0.33
H 2.507484 4.284005 -0.729246 0.02 0.09 -0.11
H 1.132242 3.691638 -2.740588 -0.12 -0.02 -0.03
H 0.333721 2.415923 -1.751308 0.07 -0.18 -0.21
H 2.122684 2.389631 -2.080954 -0.32 -0.40 -0.24
H 2.475292 2.240058 0.502023 -0.03 0.14 -0.28
H 1.663500 3.385964 1.346274 0.04 -0.17 0.21
C 1.503250 -3.621890 0.987583 0.34 -1.12 0.65
O 1.443439 -3.350250 -0.391426 0.41 0.09 -0.28
C 1.363956 -4.510049 -1.188135 -0.85 -0.23 -0.47
C 2.582563 -5.395011 -1.246971 0.80 -2.57 0.07
C 3.897479 -4.769302 -1.674698 0.44 1.07 -0.03
N 2.335234 -6.531631 -2.208314 0.39 0.01 -0.61
H 2.305537 -4.332693 1.225901 0.33 0.28 -0.19
H 0.624270 -4.155100 1.366880 -0.41 0.45 -0.23
H 1.674531 -2.713813 1.557027 -0.20 0.16 -0.21
H 0.482468 -5.085621 -0.879398 0.16 -0.27 0.21
H 1.114167 -4.239846 -2.218631 0.24 0.46 0.06
H 2.740096 -6.025298 -0.363592 0.00 1.26 0.84
H 3.999319 -3.724054 -1.367660 -0.17 -0.05 0.12
H 4.027099 -4.750031 -2.760708 -0.51 -0.08 0.01
H 4.794474 -5.277072 -1.313833 -0.28 -0.27 0.29
H 3.273218 -6.812882 -2.481656 -0.05 0.18 -0.53
H 2.060019 -7.394554 -1.745499 -0.64 0.40 0.32
C 2.015799 -0.967029 -3.554669 0.32 -0.29 -0.25
O 3.188896 -1.776512 -3.648529 -0.02 0.12 0.24
C 3.099137 -2.716568 -4.702114 0.05 0.45 -1.22
C 4.432704 -2.809951 -5.454169 -0.55 -1.16 -0.86
C 4.352065 -3.904008 -6.557666 -0.98 1.09 -0.23
N 5.554148 -3.180896 -4.618073 0.09 0.31 0.99
H 1.190390 -1.596664 -3.219750 -0.31 0.30 0.00
H 1.803351 -0.506768 -4.523271 -0.21 -0.21 -0.12
H 2.177336 -0.121324 -2.887096 0.17 -0.28 0.33
H 2.765584 -3.727633 -4.441306 0.00 0.09 0.68
H 2.357957 -2.340999 -5.417107 -0.07 -0.13 -0.10
H 4.580054 -1.861522 -5.975872 0.41 0.10 0.31
H 3.602958 -3.607424 -7.300751 -0.01 0.04 0.02
H 3.993521 -4.867469 -6.192944 0.43 -0.09 0.24
H 5.290538 -3.962933 -7.101562 0.15 -0.27 0.27
H 5.617882 -2.526186 -3.837632 0.10 0.10 -0.20
H 5.265844 -4.039438 -4.147847 0.35 -0.08 -0.23
C -3.418175 2.923717 -0.667416 0.06 -0.71 -0.03
O -3.612226 1.673726 -0.009223 0.37 0.62 0.84
C -4.314619 1.917763 1.214733 -1.11 0.61 -0.10
C -4.397968 0.693920 2.092558 0.94 -0.55 0.24
C -5.198951 0.688485 3.415344 -0.12 0.58 -0.94
N -3.006973 0.292002 2.439116 -0.89 -0.32 -0.76
H -4.382298 3.412302 -0.823003 -0.05 0.02 -0.32
H -2.908062 2.681054 -1.596711 -0.18 0.22 -0.20
H -2.794603 3.620651 -0.101038 0.12 -0.16 0.25
H -3.886105 2.787431 1.726468 0.14 -0.09 0.12
H -5.334799 2.172465 0.892225 -0.10 0.26 0.35
H -4.853553 -0.048500 1.425464 -0.16 -0.26 0.39
H -4.980683 1.488743 4.123406 0.40 0.10 -0.18
H -4.941569 -0.258673 3.884893 -0.36 -0.04 0.15
H -6.267733 0.755559 3.209804 -0.04 -0.25 0.06
H -3.093788 -0.546721 3.008086 0.18 0.08 0.20
H -2.606457 -0.068399 1.577450 0.27 0.10 0.06
N -0.200503 0.733720 1.442926 -0.14 -1.05 -0.14
C -0.228563 -0.513013 0.923958 0.58 0.24 0.41
N 0.592269 -0.676982 -0.143113 0.54 -1.07 -1.35
O -0.906448 -1.440376 1.384484 -0.21 -0.06 -0.32
H -0.877627 0.850566 2.188379 0.32 0.71 -0.18
H 0.417233 1.394230 0.962023 -0.56 0.68 0.70
H 0.699653 -1.601891 -0.555601 -0.28 0.09 0.53
H 1.355061 -0.081502 -0.418946 -0.30 0.63 0.46
C -2.200141 -3.545457 4.196743 0.52 0.13 -0.69
O -2.915731 -2.916001 3.150090 -0.58 0.21 0.14
H -1.600722 -4.357166 3.766339 0.00 -0.11 0.30
H -1.514952 -2.829454 4.660616 -0.10 -0.15 0.30
H -2.904649 -3.953488 4.917848 0.00 0.10 0.01
H -2.304595 -2.381303 2.632155 0.35 -0.10 -0.24
C 4.057719 -0.446935 -0.522119 2.02 0.84 -1.19
O 3.807538 0.944286 -0.377259 -1.73 0.63 0.83
H 3.701455 -1.052212 0.307758 -0.27 0.26 -0.04
H 3.700547 -0.736789 -1.511039 -0.29 -0.56 0.36
H 5.151345 -0.491329 -0.591785 -0.08 -0.85 0.22
H 4.526250 1.541662 -0.571178 0.52 -0.48 -0.16
```
Forces are in eV/Å.

Values from the calculation:
LUMO energy ... 0.30 eV
Net charge ... 0

[3]
Entry from the Open Molecules 2025 dataset: C21H14BCl3F4IrN5O5S as an isolated structure in a non-equilibrium geometry (ωB97M-V/def2-TZVPD).

```
55
Properties=species:S:1:pos:R:3:forces:R:3
Ir 0.323498 -0.389380 0.364394 0.49 -0.50 -0.75
C -1.088008 0.601869 4.259688 0.03 0.01 -0.01
C -1.327407 0.292318 2.813636 0.13 0.20 0.02
O -0.549916 -0.501824 2.236954 -0.18 -0.12 -0.14
N -2.353077 0.878093 2.217697 -0.02 -0.07 0.06
C -2.822310 0.567719 0.871212 -0.02 0.05 0.00
C -2.182412 1.428724 -0.180326 -0.08 -0.02 -0.03
C -2.943440 2.346399 -0.874811 0.01 0.01 0.01
C -2.349203 3.136646 -1.849307 0.04 -0.01 0.00
C -1.000391 2.991307 -2.081938 -0.03 -0.07 -0.03
C -0.296133 2.058353 -1.340319 0.05 0.15 0.04
N -0.870076 1.280440 -0.417890 0.30 -0.08 -0.04
H -0.324704 -0.070219 4.638674 -0.01 -0.01 0.00
H -2.003733 0.511548 4.842486 0.00 0.01 0.00
H -0.711956 1.623605 4.336754 0.01 0.00 -0.01
H -2.834079 1.594419 2.737090 -0.01 0.00 0.00
H -3.897486 0.735523 0.860912 0.00 0.01 0.00
H -2.661097 -0.489241 0.669663 0.01 0.01 0.03
H -3.997982 2.434598 -0.650014 0.00 0.00 0.00
H -2.933846 3.859411 -2.402235 0.01 0.01 0.00
H -0.464056 3.586341 -2.804097 -0.01 0.04 0.02
H 0.768157 1.959328 -1.476822 0.04 0.01 0.05
O -2.719123 -2.733788 -0.038178 0.00 0.00 0.02
C -1.531498 -2.590482 -0.235361 0.10 -0.09 0.04
O -1.050665 -1.400873 -0.590483 -0.21 0.10 0.21
C -0.574066 -3.732458 -0.239329 0.04 0.06 0.01
C -1.076192 -4.945730 -0.710907 0.01 -0.01 -0.03
C -0.267538 -6.058482 -0.825570 -0.04 0.00 -0.01
C 1.070234 -5.960376 -0.460709 0.05 -0.01 0.00
C 1.578355 -4.770685 0.020523 -0.05 -0.01 -0.01
C 0.766594 -3.636774 0.157432 0.00 -0.05 0.05
S 1.530861 -2.284015 0.975406 -0.10 0.08 0.04
H -2.120374 -4.983845 -0.991754 0.00 0.00 0.00
H -0.667639 -6.988957 -1.205862 0.00 0.00 0.00
H 1.725174 -6.817146 -0.559821 0.00 0.00 0.00
H 2.621127 -4.696896 0.301821 0.00 0.00 0.01
N 1.313765 -0.360749 -1.315156 -0.25 0.10 0.18
C 1.507086 -0.495230 -2.451720 0.01 -0.19 0.04
C 1.709394 -0.607895 -3.799813 0.01 0.06 0.02
C 1.044365 0.314846 -4.649831 0.02 -0.03 -0.06
N 0.489798 1.056986 -5.335858 0.00 0.02 0.02
C 2.524961 -1.641544 -4.326225 0.01 -0.02 0.01
N 3.184557 -2.484151 -4.753983 0.00 0.01 -0.01
Cl 4.396489 3.315435 1.845513 -0.06 -0.01 0.01
C 3.248728 2.072588 2.298061 0.06 0.00 0.02
Cl 2.015964 2.747128 3.371455 -0.01 -0.02 0.05
Cl 4.107856 0.760975 3.168323 0.02 0.02 -0.03
C 2.618818 1.415687 1.028550 0.27 -0.27 -0.19
O 3.064840 1.609108 -0.063382 -0.14 0.11 0.00
O 1.725005 0.526860 1.388872 -0.39 0.39 0.19
F -0.411826 5.180004 0.377814 -0.04 0.02 -0.01
B 0.870137 4.613938 0.244790 -0.15 -0.18 0.04
F 1.260775 4.633173 -1.104128 0.01 0.01 0.00
F 1.792531 5.271104 1.047580 0.01 0.04 0.02
F 0.771162 3.236266 0.660525 0.06 0.27 0.14
```
Forces are in eV/Å.

Values from the calculation:
LUMO energy (alpha / beta) ... 1.83 / -0.75 eV
Net charge ... -1
2S+1 ... 2
Energy relative to the best compared isomer or geometry (same formula, charge and spin) ... 87.6 kJ/mol

no.,molecular weight (g mol⁻¹)
1,130.2
2,659.0
3,833.8